DFT (ωB97M-V with the def2-TZVPD basis set) results for a molecular structure, C20H22BiClNOP.

Computed properties:
- frontier orbital gap (alpha / beta) (eV) = 5.1 / 5.1
- E_LUMO (alpha / beta) (eV) = -9.69 / -9.69
- HOMO level (alpha / beta) (eV) = -14.8 / -14.8

Structure (ORCA input):
```
! wB97M-V def2-TZVPD RIJCOSX def2/J DEFGRID3
* xyz 2 1
Bi 0.531 1.385 1.829
Cl -1.072 3.070 2.502
P -0.506 -0.344 -0.216
O 2.628 2.775 2.579
N 4.609 2.788 1.404
C 0.135 -3.877 1.807
C -0.147 -2.117 0.140
C -0.388 -0.177 -2.034
C 0.339 -3.000 -0.841
C -4.346 -0.757 1.283
C 4.320 4.297 3.329
C -0.304 0.102 -4.842
C -2.888 1.124 -0.170
C -3.073 -1.080 0.827
C 0.413 0.810 -2.632
C -1.189 -1.001 -2.862
C 0.563 -4.760 0.811
C -4.166 1.438 0.291
C -0.214 -2.567 1.483
C 0.459 0.943 -4.019
C -1.131 -0.870 -4.260
C -4.899 0.498 1.024
C -2.306 -0.130 0.132
C 3.827 3.238 2.394
C 0.667 -4.313 -0.508
H 3.702 5.205 3.225
H -0.529 -1.858 2.265
H -2.312 1.849 -0.770
H 4.205 2.038 0.793
H 0.846 -5.784 1.083
H -2.672 -2.085 1.000
H 5.511 3.140 1.215
H -1.882 -1.743 -2.433
H 2.657 1.088 0.347
H 2.867 0.429 0.645
H -4.595 2.420 0.047
H 0.056 -4.200 2.852
H 1.087 1.717 -4.469
H 4.250 3.945 4.369
H -1.747 -1.519 -4.909
H 1.001 -5.007 -1.283
H 0.964 1.487 -1.973
H -4.938 -1.496 1.835
H -5.900 0.764 1.390
H 5.367 4.579 3.131
H 0.470 -2.660 -1.874
H -0.273 0.219 -5.936
*
```


DFT (ωB97M-V with the def2-TZVPD basis set) results for a molecular structure, C20H22Cl2O3PtS.

Computed properties:
- frontier orbital gap (alpha / beta) (eV) = 9.7 / 6.0
- E_LUMO (alpha / beta) (eV) = -5.52 / -9.48
- HOMO level (alpha / beta) (eV) = -15.2 / -15.5

Structure (ORCA input):
```
! wB97M-V def2-TZVPD RIJCOSX def2/J DEFGRID3
* xyz 2 5
Pt -0.251 -0.486 0.337
Cl -1.129 -5.539 1.691
Cl 0.082 -0.374 2.854
S -0.287 -2.726 0.693
O -1.144 1.014 -0.778
O 1.818 0.085 -0.029
O -2.005 2.205 -2.436
C 4.136 -0.172 -0.358
C -3.087 -1.554 -4.099
C -4.170 0.201 -2.176
C 2.979 -0.661 0.485
C -4.982 -0.695 -2.818
C -0.774 -0.608 -3.816
C -0.580 -2.967 2.354
C -0.670 -2.185 4.665
C 3.481 0.094 -1.713
C -1.192 -4.496 4.152
C -4.698 1.210 -1.209
C 2.158 0.714 -1.328
C -0.957 -4.259 2.811
C -1.891 1.171 -1.805
C -2.231 -0.689 -3.478
C -5.363 -2.512 -4.514
C -0.443 -1.969 3.331
C -4.471 -1.575 -3.791
C -2.766 0.158 -2.465
C -1.051 -3.467 5.069
H 4.066 0.769 -2.334
H 1.331 0.516 -2.005
H -4.119 1.217 -0.283
H -0.166 -1.044 -3.018
H -6.414 -2.273 -4.376
H 3.332 -0.835 -2.267
H 3.051 -0.431 1.545
H 2.772 -1.722 0.337
H 4.925 -0.919 -0.415
H -1.231 -3.657 6.119
H 4.561 0.741 0.060
H -4.625 2.211 -1.639
H -5.126 -2.530 -5.579
H -1.483 -5.487 4.470
H -0.546 -1.391 5.387
H -5.739 1.009 -0.968
H -2.720 -2.227 -4.864
H -0.555 -1.151 -4.733
H 2.223 1.782 -1.129
H -0.468 0.430 -3.955
H -6.044 -0.707 -2.610
H -5.192 -3.530 -4.144
*
```


DFT (ωB97M-V with the def2-TZVPD basis set) results for a molecular structure, C20H22ClN2NiO6S3.

Computed properties:
- frontier orbital gap (alpha / beta) (eV) = 6.3 / 6.3
- E_LUMO (alpha / beta) (eV) = 1.75 / 1.75
- HOMO level (alpha / beta) (eV) = -4.6 / -4.6

Structure (ORCA input):
```
! wB97M-V def2-TZVPD RIJCOSX def2/J DEFGRID3
* xyz -1 1
Ni -1.539 0.292 -1.374
Cl -3.284 0.575 -3.311
S 0.976 -3.203 -1.516
S 1.225 -2.479 1.272
S -2.428 -0.958 0.291
O -3.666 0.228 -4.656
O -2.395 -0.601 -2.816
O -1.150 1.466 -0.061
O -2.346 1.711 -3.281
O -2.023 -0.691 1.650
O -4.048 -0.829 0.318
N 0.640 -0.249 -1.860
N 0.842 -0.629 -0.547
C 0.974 -1.929 -0.396
C 0.971 2.022 -1.014
C 3.010 0.615 1.830
C 2.106 2.822 -0.974
C -3.128 -3.220 -1.130
C -0.009 2.140 -0.013
C 4.251 1.154 2.133
C 4.962 0.705 3.238
C -4.852 -1.456 -0.709
C 1.118 -0.971 2.294
C -4.593 -2.943 -0.822
C 4.419 -0.289 4.042
C 3.176 -0.825 3.737
C 2.458 -0.382 2.629
C 0.778 1.472 -3.525
C 0.746 1.026 -2.090
C 0.218 3.028 1.044
C -2.242 -2.706 -0.005
C 1.365 3.801 1.079
C 2.318 3.713 0.069
H 2.850 2.722 -1.756
H -4.883 -3.431 0.114
H 2.456 0.957 0.965
H 0.491 -0.263 1.758
H -4.673 -0.960 -1.662
H -2.942 -4.289 -1.246
H 4.963 -0.646 4.908
H 1.612 2.162 -3.668
H 0.902 0.610 -4.177
H -2.489 -3.150 0.962
H -5.875 -1.250 -0.397
H -1.183 -2.869 -0.220
H 5.931 1.127 3.474
H -2.843 -2.747 -2.069
H -0.134 2.001 -3.800
H 3.215 4.317 0.100
H 1.520 4.482 1.908
H -0.530 3.091 1.824
H 4.661 1.934 1.502
H 0.588 -1.273 3.198
H -5.239 -3.334 -1.612
H 2.754 -1.601 4.366
*
```


DFT (ωB97M-V with the def2-TZVPD basis set) results for C20H22ClN3O4 in the gas phase.

Computed properties:
- energy above the lowest of the compared OMol25 structures with the same formula, charge and spin (kJ/mol) = 325.4
- SMILES = Cc1cc(OCc2cc(C(=O)NCc3cc(C(C)C)no3)no2)cc(C)c1Cl
- frontier orbital gap (eV) = 9.1
- E_LUMO (eV) = 0.43
- HOMO level (eV) = -8.7

Structure (ORCA input):
```
! wB97M-V def2-TZVPD RIJCOSX def2/J DEFGRID3
* xyz 0 1
Cl -2.298 2.921 -2.017
O 3.336 -2.298 0.512
O -0.242 -4.831 -1.612
O 0.608 3.019 3.072
O 0.694 0.217 3.154
N 0.784 -1.012 2.620
N -1.012 -4.241 -2.561
N 1.373 -3.232 1.172
C 0.443 -3.884 -0.953
C -1.505 -1.985 -3.390
C -3.490 3.778 0.608
C -1.329 3.369 1.813
C -0.813 -2.952 -2.490
C 1.786 0.927 2.835
C 2.308 -2.255 1.154
C -1.407 2.953 -0.530
C 1.354 -4.270 0.169
C -2.053 3.364 0.634
C -0.477 -1.263 -4.263
C 2.626 0.147 2.089
C 1.930 -1.082 1.983
C -0.071 2.572 -0.536
C 0.632 2.597 0.663
C 1.842 2.366 3.245
C -2.318 -0.989 -2.560
C 0.007 2.982 1.841
C 0.122 -2.660 -1.462
C 0.602 2.150 -1.804
H -2.823 -0.281 -3.213
H 2.049 2.446 4.318
H -1.673 -0.432 -1.883
H 0.008 1.396 -2.317
H -2.182 -2.557 -4.031
H 1.027 -5.219 0.601
H 0.068 -1.978 -4.876
H -4.111 2.960 0.244
H 0.521 -3.040 1.681
H 2.650 2.865 2.692
H -3.627 4.621 -0.068
H -3.827 4.062 1.600
H 2.380 -4.376 -0.200
H 3.578 0.385 1.667
H 1.593 1.749 -1.605
H -3.067 -1.509 -1.968
H -1.793 3.671 2.739
H -0.975 -0.553 -4.919
H 0.698 3.000 -2.479
H 1.672 2.315 0.648
H 0.239 -0.724 -3.647
H 0.496 -1.705 -1.158
*
```


DFT (ωB97M-V with the def2-TZVPD basis set) results for C20H22F2N4O2 in the gas phase.

Computed properties:
- energy above the lowest of the compared OMol25 structures with the same formula, charge and spin (kJ/mol) = 372.2
- SMILES = Cc1ccc([C@](C)(O)C(F)F)cc1-c1cnc2c(N)nc([C@@H]3C[C@H]3CO)cn12
- frontier orbital gap (eV) = 8.2
- E_LUMO (eV) = 0.64
- HOMO level (eV) = -7.6

Structure (ORCA input):
```
! wB97M-V def2-TZVPD RIJCOSX def2/J DEFGRID3
* xyz 0 1
F -1.405 3.768 0.285
F -0.705 5.116 1.836
O -2.994 -1.503 -4.846
O -1.875 1.864 2.304
N 1.416 -4.877 -1.352
N 1.260 -1.472 -0.106
N 2.998 -2.819 -0.003
N -0.146 -3.228 -1.739
C -3.248 -2.409 -1.454
C 3.308 -1.555 0.603
C 4.275 1.330 0.198
C 1.853 -2.679 -0.443
C -3.860 -2.044 -3.937
C -1.025 3.166 4.098
C 2.052 0.651 1.128
C -0.659 -2.004 -1.474
C 0.477 2.250 2.188
C 2.945 1.632 0.948
C 1.436 3.181 2.024
C -0.908 2.817 2.568
C -1.996 -1.654 -2.000
C -2.847 -2.601 -2.940
C -1.402 4.061 1.664
C 2.720 2.909 1.380
C 1.035 -3.563 -1.223
C 2.239 -0.736 0.607
C 0.006 -1.145 -0.592
C 0.787 0.977 1.748
H -4.374 -1.177 -3.478
H 3.474 3.810 1.271
H -1.677 1.352 1.537
H 1.274 4.233 2.361
H -4.227 -1.963 -1.371
H 4.051 0.797 -0.743
H -2.404 4.239 1.853
H 4.821 2.214 -0.128
H -3.404 -0.951 -5.529
H 1.118 -5.440 -2.098
H -4.484 -2.802 -4.372
H -0.876 2.298 4.695
H -3.217 -3.299 -0.816
H 4.948 0.716 0.726
H 4.210 -1.344 1.097
H -0.405 -0.160 -0.422
H -0.221 3.775 4.376
H 0.099 0.181 1.751
H -2.059 3.532 4.351
H -2.086 -0.633 -2.505
H 2.191 -5.225 -0.793
H -2.488 -3.587 -3.232
*
```


DFT (ωB97M-V with the def2-TZVPD basis set) results for a molecular structure, C20H22FN3O4S.

Computed properties:
- energy above the lowest of the compared OMol25 structures with the same formula, charge and spin (kJ/mol) = 1743.0
- frontier orbital gap (eV) = 9.2
- E_LUMO (eV) = 0.19
- HOMO level (eV) = -9.0

Structure (ORCA input):
```
! wB97M-V def2-TZVPD RIJCOSX def2/J DEFGRID3
* xyz 0 1
S 3.251 1.154 0.786
F -10.110 -0.089 1.340
O -2.154 2.146 0.661
O 3.632 2.750 0.829
O 2.289 0.850 1.789
O -4.670 -1.309 -1.273
N -4.090 0.354 0.117
N -2.720 0.220 -0.630
N 2.492 0.768 -0.808
C -6.282 -0.244 -0.268
C 1.816 2.184 -1.230
C 4.760 -1.063 1.407
C -8.719 -0.809 -0.262
C 5.942 -1.794 1.244
C 1.691 -0.232 -0.749
C 0.394 2.286 -0.800
C 5.491 0.271 -0.289
C -1.695 1.311 -0.274
C -7.300 -0.907 -0.744
C -8.837 -0.066 0.844
C -0.463 0.975 -0.754
C 6.531 -0.625 -0.330
C 0.309 -0.116 0.107
C -6.459 0.142 1.224
C 6.904 -1.638 0.302
C -7.834 0.029 1.688
C -4.914 -0.443 -0.521
C 7.981 -2.537 0.230
C 4.622 -0.094 0.472
H 1.523 -0.439 -1.725
H -0.335 -1.114 -0.253
H 2.359 -1.116 -0.070
H -9.497 -1.141 -1.102
H -0.601 0.663 -1.875
H 2.586 2.895 -1.079
H 0.533 2.370 0.442
H 0.278 0.147 1.145
H 4.030 -1.316 2.224
H -4.091 1.265 0.593
H 7.349 -0.269 -1.369
H -8.091 0.492 2.641
H 5.378 1.268 -1.041
H 8.650 -2.071 0.747
H -2.515 -0.500 -1.401
H 7.741 -3.438 0.427
H -7.096 -1.186 -1.829
H 6.007 -2.904 1.939
H -0.162 3.110 -1.035
H 1.626 2.001 -2.423
H -5.772 0.374 1.882
H 8.245 -2.568 -0.948
*
```


DFT (ωB97M-V with the def2-TZVPD basis set) results for C20H22FN5O3S2 in the gas phase.

Computed properties:
- SMILES = O=C(CSc1nnc(NC(=O)[C@H]2CC(=O)N(c3ccc(F)cc3)C2)s1)NC1CCCC1
- frontier orbital gap (eV) = 8.6
- E_LUMO (eV) = 0.33
- HOMO level (eV) = -8.3

Structure (ORCA input):
```
! wB97M-V def2-TZVPD RIJCOSX def2/J DEFGRID3
* xyz 0 1
S -0.940 3.561 -0.900
S 1.423 2.485 -2.498
F 4.529 -1.857 2.435
O -0.481 0.335 -2.562
O -1.470 -1.689 0.242
O -3.818 2.875 3.006
N 0.558 1.627 -0.127
N -0.350 1.754 0.824
N -0.817 -0.535 2.118
N 0.911 -1.448 -2.573
N -2.262 3.011 1.428
C 0.533 -0.892 2.199
C -1.217 2.677 0.612
C 0.634 -0.136 -2.543
C 0.237 -3.664 -1.727
C 2.559 -1.669 1.150
C -1.653 -0.848 1.091
C -2.900 0.012 1.197
C 0.013 -4.907 -2.587
C -0.273 -3.048 -4.053
C 0.412 2.457 -1.101
C 3.217 -1.540 2.360
C 1.221 -0.766 3.405
C -2.763 0.797 2.504
C -0.117 -2.470 -2.630
C 2.563 -1.090 3.490
C 1.220 -1.343 1.072
C 1.897 0.734 -2.462
C 0.365 -4.433 -3.994
C -2.983 2.290 2.356
C -1.380 0.407 3.064
H 0.720 -0.417 4.293
H -3.538 0.482 3.208
H 3.100 -0.996 4.420
H -1.035 -5.202 -2.552
H 2.545 0.575 -3.323
H 3.101 -2.017 0.285
H 0.620 -5.750 -2.260
H 0.187 -2.399 -4.797
H 1.449 -4.360 -4.104
H -0.366 -3.662 -0.823
H -1.034 -1.980 -2.297
H 1.870 -1.756 -2.602
H 1.288 -3.603 -1.434
H -1.495 -0.064 4.045
H -3.789 -0.618 1.179
H -0.718 1.273 3.161
H -2.939 0.649 0.312
H -1.332 -3.138 -4.294
H 0.700 -1.429 0.135
H -0.012 -5.098 -4.770
H -2.605 3.961 1.328
H 2.437 0.539 -1.535
*
```


DFT (ωB97M-V with the def2-TZVPD basis set) results for C20H22N2O4S in the gas phase.

Computed properties:
- energy above the lowest of the compared OMol25 structures with the same formula, charge and spin (kJ/mol) = 350.7
- SMILES = COc1ccc([C@H]2CC(=O)C=C(NNS(=O)(=O)c3ccc(C)cc3)C2)cc1
- frontier orbital gap (eV) = 8.3
- E_LUMO (eV) = 0.26
- HOMO level (eV) = -8.1

Structure (ORCA input):
```
! wB97M-V def2-TZVPD RIJCOSX def2/J DEFGRID3
* xyz 0 1
S 1.827 1.350 -1.480
O -3.746 -1.429 0.728
O 1.830 0.389 -0.423
O 2.991 1.536 -2.288
O 1.450 -4.448 3.371
N 0.590 0.890 -2.555
N -0.686 0.866 -2.010
C -0.444 -3.186 -0.120
C 0.214 5.317 0.056
C 0.439 2.926 0.279
C -0.569 -4.483 0.375
C -1.201 -0.306 -1.497
C -0.072 4.133 0.728
C -2.937 -1.436 -0.179
C -1.205 -2.828 -1.376
C -0.697 -1.577 -2.100
C 0.066 -4.873 1.533
C 0.345 -2.295 0.586
C -0.321 6.626 0.543
C 0.858 -3.967 2.239
C 2.262 -3.577 4.119
C -2.693 -2.661 -1.038
C 1.534 4.073 -1.535
C 1.026 5.274 -1.077
C -2.186 -0.264 -0.579
C 0.994 -2.676 1.751
C 1.237 2.911 -0.848
H -1.172 -5.203 -0.161
H -0.751 7.195 -0.279
H -0.956 1.704 -1.496
H -0.031 -5.878 1.913
H -0.696 4.154 1.609
H 0.495 -1.286 0.238
H -1.027 -1.602 -3.145
H -2.475 0.673 -0.122
H -1.109 -3.675 -2.066
H 0.247 2.000 0.801
H -3.075 -3.540 -0.519
H 2.172 4.017 -2.403
H 1.693 -2.719 4.493
H 0.644 1.399 -3.428
H 0.395 -1.557 -2.109
H 0.487 7.221 0.969
H 1.605 -1.946 2.256
H 2.624 -4.163 4.963
H 1.258 6.190 -1.598
H -3.268 -2.530 -1.960
H -1.079 6.480 1.308
H 3.115 -3.219 3.534
*
```


| no. | total energy (eV) |
| --- | --- |
| 1 | -52269.3982 |
| 2 | -66347.4784 |
| 3 | -122428.3104 |
| 4 | -46278.0669 |
| 5 | -36584.5672 |
| 6 | -47293.3301 |
| 7 | -59079.1324 |
| 8 | -43101.2664 |